Formula: C3H13NO2
Source: the Open Molecules 2025 dataset
Level of theory: ωB97M-V with the def2-TZVPD basis set

Each line ends with the Mulliken charge.
Atoms and positions in Å:
C -0.65 0.49 0.57  -0.325
C -0.01 1.29 -0.50  -0.236
C 1.55 1.58 -0.38  -1.215
N -2.01 0.01 0.21  -0.683
H -0.55 0.80 1.60  0.350
H -0.12 -0.49 0.69  0.113
H -0.37 2.31 -0.40  0.266
H -0.11 0.84 -1.47  0.319
H 1.97 1.82 0.61  0.337
H 1.76 2.29 -1.16  0.328
H 2.11 0.64 -0.52  0.300
H -2.31 0.44 -0.66  0.233
H -2.71 0.38 0.85  0.225
H -0.83 -1.63 2.72  0.319
H -2.32 -1.32 2.32  0.334
O -1.56 -1.00 2.80  -0.662
H 2.29 -3.51 -2.76  0.313
H 1.56 -2.20 -2.35  0.313
O 2.32 -2.74 -2.19  -0.628

## Properties
- E_LUMO: 0.789 eV
- HOMO level: -0.3380 Eh
- Structure (SMILES): CCCN.O.O
- 2S+1: 1
- E_tot: -8906.01662 eV
- ΔE to the lowest compared entry with this formula, charge and spin: 32.5 kcal/mol
- Frontier orbital gap: 0.36705 Eh